1.
DFT (ωB97M-V/def2-TZVPD) results for a cluster of 8 separate species, C51H112F9N6O3PS in total at a distorted geometry.

- gap between HOMO and LUMO (eV) = 7.7
- charge = +4
- HOMO energy (Eh) = -0.5583
- relative energy (zero: lowest compared OMol25 entry of this formula, charge and spin) (eV) = 0.000
- spin multiplicity = 1

Last column: Mulliken charge in e.
CARTESIAN COORDINATES (ANGSTROEM)
H (-10.296, -1.944, -32.174)  -0.46
H (-12.082, 2.436, -30.393)  0.34
H (-12.938, 2.263, -25.432)  0.60
H (-13.888, -8.778, -29.672)  0.42
F (-12.179, -1.616, -27.961)  -0.26
H (-15.314, -6.761, -28.617)  -0.56
H (-15.015, 1.806, -26.611)  0.84
C (-12.073, -1.866, -23.229)  -0.54
H (-17.402, -3.250, -30.026)  0.17
F (-16.490, -4.162, -31.755)  -0.30
H (-15.052, -1.628, -27.771)  -0.80
H (-11.312, -4.785, -36.119)  0.41
H (-11.172, -3.139, -24.731)  0.07
H (-9.573, -0.755, -23.730)  0.51
H (-4.490, -1.425, -33.205)  0.41
O (-15.561, -7.868, -31.712)  -0.68
C (-19.469, 1.284, -28.440)  -1.55
H (-15.029, -0.610, -29.880)  0.13
H (-17.844, -4.244, -27.560)  0.89
H (-8.433, -2.525, -29.968)  -0.04
C (-5.786, -2.938, -32.396)  -0.50
H (-8.051, 4.692, -28.779)  0.40
H (-14.227, -8.237, -26.207)  0.30
H (-12.716, 0.908, -29.592)  0.17
H (-9.621, 3.583, -27.054)  0.45
C (-14.066, 1.569, -27.091)  0.77
H (-15.164, -2.362, -30.065)  0.25
H (-9.635, -5.635, -32.410)  0.49
H (-18.654, -2.617, -28.976)  0.32
C (-10.665, -7.814, -27.812)  -0.21
H (-7.489, -1.471, -31.119)  0.51
C (-10.864, -2.443, -23.945)  0.18
C (-12.010, 1.733, -29.570)  -0.90
N (-11.212, -4.440, -33.123)  0.95
C (-15.150, -6.848, -27.545)  1.97
C (-15.721, -1.425, -30.081)  -1.26
H (-16.773, -4.309, -22.489)  0.55
H (-13.080, -4.705, -21.569)  0.43
H (-13.290, -7.022, -35.465)  0.30
C (-14.871, -4.451, -23.588)  -0.70
H (-7.550, -5.230, -29.305)  0.32
H (-3.808, -0.454, -30.990)  0.46
C (-11.710, 1.472, -27.082)  -0.24
F (-11.942, -3.763, -26.993)  -0.47
H (-5.293, -4.342, -30.790)  0.53
H (-13.590, -7.007, -29.540)  0.03
C (-13.169, -8.000, -29.431)  -0.96
C (-12.058, -5.228, -35.455)  -0.07
P (-11.687, -3.100, -28.446)  2.07
C (-12.484, -3.682, -32.706)  0.76
H (-11.020, 1.275, -29.614)  0.39
H (-10.308, -9.734, -26.949)  0.33
H (-11.074, -5.862, -31.451)  0.22
C (-12.358, -4.021, -22.001)  -1.00
H (-10.274, -3.052, -23.260)  0.32
C (-15.914, -3.700, -22.775)  -0.73
H (-16.718, -6.439, -25.875)  0.30
H (-9.540, 2.636, -28.576)  0.12
C (-18.833, -0.091, -28.330)  0.03
H (-13.597, -1.901, -20.913)  0.38
H (-9.957, -7.429, -27.082)  0.45
H (-12.972, -6.306, -37.077)  0.41
H (-17.295, -6.535, -27.561)  0.31
H (-10.249, -4.260, -31.348)  0.54
H (-5.440, -3.691, -33.101)  0.56
H (-12.590, -9.922, -26.679)  0.39
O (-17.005, -6.638, -33.248)  -0.64
C (-17.708, -0.289, -29.353)  -0.82
N (-13.037, -8.266, -27.936)  0.57
H (-14.112, 2.783, -28.937)  0.37
C (-4.590, -1.959, -32.258)  -1.01
H (-12.092, -7.405, -26.277)  0.50
C (-10.743, -2.064, -33.168)  0.26
H (-16.037, -2.356, -21.078)  0.44
C (-6.229, -3.522, -28.602)  -0.77
H (-11.732, 4.377, -27.414)  0.43
N (-6.261, -2.664, -29.872)  0.34
H (-16.128, -4.145, -28.209)  -0.92
F (-13.204, -3.465, -28.878)  -0.85
C (-15.310, -3.013, -21.554)  -0.77
H (-5.126, -1.088, -28.923)  0.49
H (-14.553, -5.991, -27.219)  -0.11
H (-16.781, -7.910, -26.672)  0.54
H (-12.208, -8.085, -29.923)  0.51
H (-9.252, -3.600, -33.502)  0.34
H (-8.332, -4.016, -28.629)  -0.32
H (-7.021, -4.122, -31.099)  0.07
H (-10.416, -1.155, -33.672)  0.59
C (-13.580, 2.695, -27.994)  -1.10
H (-10.372, -9.830, -28.670)  0.39
N (-12.088, 2.392, -28.225)  0.71
C (-10.840, -9.344, -27.817)  -1.05
H (-14.227, 0.624, -27.615)  -0.99
F (-17.022, -5.673, -30.331)  -0.25
C (-7.548, -1.923, -30.135)  -0.94
H (-12.266, -6.271, -27.603)  -0.04
C (-16.657, -2.558, -26.870)  0.18
F (-11.357, -2.455, -29.895)  -0.56
H (-14.932, -9.001, -27.692)  0.50
H (-19.604, -0.836, -28.524)  0.31
O (-14.514, -6.361, -33.169)  -0.38
H (-11.786, -7.257, -36.284)  0.40
F (-10.188, -2.752, -27.887)  -0.54
H (-6.416, -5.869, -27.005)  0.47
H (-11.588, 0.445, -27.426)  -0.44
H (-19.970, 1.473, -29.388)  0.39
C (-9.836, 3.590, -28.121)  -0.27
C (-10.484, -5.117, -31.976)  -1.60
H (-17.560, -2.210, -26.362)  0.64
N (-13.055, -2.929, -22.725)  0.44
H (-13.360, -4.091, -33.204)  0.19
H (-13.961, -2.716, -24.616)  0.41
C (-6.057, -3.614, -31.055)  -0.40
H (-7.505, -4.627, -26.343)  0.30
C (-9.912, -1.404, -24.543)  -1.28
H (-10.381, -0.694, -25.233)  -0.06
C (-16.066, -5.311, -31.188)  0.34
C (-9.128, 4.667, -28.933)  -1.47
C (-16.529, -6.860, -26.862)  -1.67
H (-4.226, -2.525, -29.708)  0.39
H (-10.426, -7.499, -28.827)  0.15
H (-16.401, -2.997, -23.464)  0.10
C (-17.585, -2.779, -29.060)  -0.92
H (-17.019, 0.553, -29.377)  0.36
C (-10.300, -3.380, -33.724)  -1.03
H (-11.811, -3.627, -21.140)  0.37
H (-20.292, 1.405, -27.725)  0.43
H (-7.492, -1.087, -29.434)  0.34
C (-17.032, -3.614, -27.911)  0.40
H (-6.311, -2.763, -27.827)  0.47
H (-6.611, -2.350, -32.790)  0.11
H (-8.111, -6.075, -27.169)  -0.02
H (-12.877, -4.527, -35.294)  0.27
H (-9.355, 4.642, -29.996)  0.38
H (-9.058, -1.811, -25.074)  0.35
H (-5.314, -4.109, -28.579)  0.40
H (-11.977, -6.283, -33.559)  0.50
C (-16.114, -1.388, -27.688)  0.13
H (-10.322, -3.504, -34.805)  0.50
H (-5.484, -0.257, -31.231)  0.28
H (-12.592, -1.085, -23.776)  0.03
H (-16.261, -0.406, -27.250)  0.38
H (-13.644, 3.640, -27.459)  0.39
H (-12.856, 0.448, -25.632)  -0.45
C (-4.730, -1.034, -31.066)  -0.62
H (-16.186, -1.267, -31.052)  0.46
C (-12.896, 1.418, -26.120)  -0.08
C (-12.559, -6.507, -36.089)  -1.50
H (-10.382, -6.005, -34.348)  0.60
C (-7.336, -5.310, -27.177)  -1.12
H (-18.453, -0.225, -27.314)  0.18
C (-12.253, -2.207, -33.074)  -0.64
H (-9.486, 5.610, -28.505)  0.37
C (-11.364, 3.726, -28.207)  -0.74
F (-11.136, -4.483, -29.075)  -0.33
H (-14.293, -1.276, -22.382)  0.42
H (-13.020, -4.194, -24.495)  0.27
H (-15.007, -3.747, -20.803)  0.36
C (-12.014, -7.307, -27.364)  -0.54
C (-14.374, -8.160, -27.283)  -1.50
H (-14.504, -5.315, -23.031)  0.62
H (-15.346, -4.863, -24.479)  0.01
H (-11.657, 4.250, -29.120)  0.52
H (-18.205, -0.444, -30.309)  0.53
C (-7.377, -4.526, -28.483)  0.59
C (-12.333, -9.603, -27.687)  -0.51
C (-13.701, -3.540, -23.953)  -0.59
H (-12.774, -1.875, -33.972)  0.53
H (-11.720, -1.465, -22.275)  0.64
C (-14.063, -2.201, -21.851)  -0.58
H (-12.600, -3.810, -31.633)  -1.00
C (-11.366, -5.592, -34.143)  -1.13
H (-11.588, -4.506, -22.591)  0.36
H (-12.734, -10.331, -28.388)  0.42
H (-12.599, -1.479, -32.335)  0.15
N (-16.806, -1.477, -29.045)  1.09
H (-18.843, 2.095, -28.060)  0.35
H (-15.918, -2.944, -26.173)  -0.61
C (-5.007, -1.768, -29.758)  -0.58
S (-15.766, -6.652, -32.493)  0.99
F (-14.930, -5.052, -30.504)  0.07
H (-10.767, 1.812, -26.667)  0.46
H (-3.632, -2.488, -32.261)  0.36


2.
DFT (ωB97M-V/def2-TZVPD) results for a cluster of 17 separate species, C51H119N17O17 in total at a distorted geometry.

- gap between HOMO and LUMO (eV) = 9.2
- HOMO energy (Eh) = -0.3263
- relative energy (zero: lowest compared OMol25 entry of this formula, charge and spin) (eV) = 10.868
- spin multiplicity = 1

Last column: Mulliken charge in e.
CARTESIAN COORDINATES (ANGSTROEM)
H (-2.547, -3.014, 2.380)  0.21
C (-2.761, -1.049, -7.465)  0.02
O (3.046, -2.858, 1.122)  -0.47
C (2.960, 1.303, 6.833)  -1.12
C (4.577, -0.960, -1.342)  1.25
C (7.062, 2.265, 3.035)  -0.93
O (1.277, -0.144, 4.101)  0.22
H (0.192, 6.049, 0.030)  0.16
N (2.413, 1.236, 5.499)  0.46
C (5.216, 0.409, 2.918)  0.23
H (-3.413, -4.539, 3.733)  0.31
H (2.681, 4.016, -1.578)  0.39
C (2.612, -4.634, -2.714)  0.39
H (-1.820, -0.570, -7.745)  0.41
C (-0.264, -3.707, 4.759)  -0.54
H (-1.253, -3.349, -5.916)  0.18
H (2.200, -0.944, -3.919)  0.09
H (-1.216, 0.658, 5.735)  0.16
H (-1.438, -3.884, -7.609)  0.43
C (-0.021, 5.803, 1.069)  -0.95
H (-3.334, -0.405, 3.535)  -0.15
H (-3.847, -0.792, 1.082)  0.03
C (1.818, 0.096, 5.150)  -0.76
H (-4.723, -2.461, -6.853)  0.25
H (1.037, 2.150, -3.374)  -0.27
C (2.806, -2.855, 2.305)  0.29
H (-2.346, -2.544, -0.255)  -0.30
N (-2.012, -2.955, -2.206)  0.67
O (-3.483, 3.955, 2.034)  -0.44
H (0.272, -2.777, 4.537)  -0.45
O (-2.136, -2.294, 7.032)  -0.61
N (-2.832, -0.834, 5.495)  0.39
O (-7.027, 2.394, -1.750)  -0.56
H (-0.577, 0.205, 2.125)  -0.08
H (4.599, 1.335, 2.909)  -0.19
N (-5.680, 0.019, 1.601)  0.37
C (-6.435, 2.124, -2.779)  -0.03
H (-3.738, 1.147, -4.292)  -0.03
H (6.123, 2.862, 3.018)  0.25
C (-2.614, -4.567, 4.433)  -0.92
N (-5.402, 1.271, -2.932)  0.64
H (6.468, -3.484, -0.705)  0.49
H (2.231, -0.895, 0.421)  -1.17
H (1.365, -7.561, -2.381)  0.33
H (1.543, 0.114, 1.842)  -1.09
H (4.702, -6.087, -1.490)  0.26
H (7.759, 2.547, 2.266)  0.41
H (-2.405, 3.714, -1.221)  -0.92
H (-5.868, 0.426, -1.047)  0.35
O (4.430, 0.002, -2.078)  -0.89
N (2.776, -5.949, -2.404)  0.12
C (-1.461, -0.370, 5.253)  -0.41
H (-4.699, -1.118, 4.486)  0.37
H (-1.298, -0.354, 4.167)  -0.35
C (-0.238, 3.663, 0.127)  -0.08
O (0.064, 4.014, -1.063)  -0.60
H (-5.231, 1.672, -4.982)  0.31
N (3.516, -3.417, 3.286)  0.25
H (-0.318, 4.777, -4.750)  0.35
H (6.781, -0.339, -2.492)  0.28
H (3.780, -7.488, -1.420)  0.47
H (1.472, -6.470, -3.820)  0.35
O (-0.696, -2.316, 2.389)  -0.23
N (-1.516, -3.762, 4.015)  0.45
C (-3.832, -0.415, 4.533)  -0.57
O (-2.057, 0.229, 0.663)  -0.22
H (-3.119, -4.047, -0.755)  0.41
H (-4.362, 5.717, 1.518)  0.35
H (-4.112, 0.591, -1.294)  0.23
C (-0.011, -0.112, -1.259)  -1.06
H (-1.619, -2.906, -4.131)  -0.18
H (-5.617, 1.998, 1.037)  0.79
N (6.606, 0.840, 2.838)  0.29
H (-2.305, -5.608, 4.600)  0.36
H (1.957, -2.278, 2.667)  0.06
H (-0.500, -2.366, -7.186)  0.19
H (1.741, -4.433, -3.348)  -0.04
H (1.788, -0.614, 5.999)  0.36
H (-0.471, -3.593, 5.849)  0.41
H (2.072, 0.875, 0.336)  -0.18
O (-2.001, 7.549, -2.361)  -0.64
C (-0.622, 3.927, 2.477)  -1.91
H (-3.984, -3.753, -7.861)  0.32
C (-1.609, -2.960, 2.870)  -0.39
H (3.149, 0.314, 7.176)  0.37
H (-3.777, -2.401, -1.233)  -0.10
C (-3.844, -3.176, -6.946)  -1.00
H (-4.110, -2.064, 6.479)  0.45
H (-2.978, 2.610, 0.082)  -0.55
H (-3.002, 6.985, -4.788)  0.31
H (-1.097, 2.981, 2.351)  0.40
H (-7.034, -1.334, 2.389)  0.39
H (-7.854, -0.010, 1.496)  0.26
C (-5.089, 1.366, 1.708)  -1.12
H (4.617, -4.738, 2.163)  0.19
C (-3.247, 3.362, -0.634)  1.45
H (-7.124, 0.287, 3.182)  0.30
H (0.303, 3.847, 2.976)  0.81
H (0.062, 0.898, -1.610)  0.28
H (7.760, -0.884, -1.094)  0.30
H (-0.701, 3.982, -3.227)  -0.20
C (3.300, 3.508, 0.699)  0.80
N (0.166, -0.127, 0.230)  1.39
N (-1.933, 5.606, -3.683)  0.26
H (-1.289, 4.491, 3.071)  0.30
N (-2.663, -2.304, -7.086)  0.23
H (0.922, 6.097, 1.637)  0.24
H (-4.103, 0.571, 4.851)  0.32
C (-0.686, 0.506, -4.943)  -0.54
H (3.851, 1.926, 6.936)  0.26
C (5.875, -2.706, -0.303)  -0.47
N (-3.873, 4.594, -0.050)  0.43
C (3.368, 3.146, -1.630)  -0.87
O (7.387, -1.266, 2.293)  -0.52
H (-0.910, 6.360, 1.423)  0.33
N (-0.331, 4.432, 1.208)  1.10
H (7.501, 2.337, 4.111)  0.30
C (-2.848, -3.012, -1.064)  -0.30
C (1.126, -0.932, -4.327)  -0.05
O (0.512, -1.901, -4.780)  -0.37
C (-5.094, 0.402, -1.793)  -1.29
C (-4.775, 5.355, -0.925)  -0.50
C (1.482, 1.442, -4.091)  -0.09
C (3.661, -6.440, -1.335)  -0.88
C (6.999, -1.208, -1.828)  -1.07
H (-5.461, 4.688, -1.525)  0.14
H (-1.091, 1.335, -4.433)  0.11
H (2.718, -7.748, -3.516)  0.37
N (5.765, -1.528, -1.156)  0.49
H (5.463, -3.254, 2.719)  0.15
H (-5.275, 6.067, -0.272)  0.34
C (2.037, -6.981, -3.062)  -1.06
H (-0.683, 6.077, -2.117)  0.43
H (-4.175, 5.956, -1.643)  -0.02
H (7.407, -2.014, -2.403)  0.37
C (5.268, 2.337, -0.143)  -0.61
C (-3.034, -1.855, 6.332)  -0.06
H (-0.822, -1.051, 5.762)  0.29
C (3.180, -3.327, 4.706)  -0.64
H (-4.048, 5.862, -3.746)  0.21
H (-4.007, 1.433, 1.398)  -0.22
C (-7.034, -0.256, 2.194)  -1.12
H (4.053, 3.275, -2.469)  0.40
H (4.927, -0.281, 2.118)  -0.31
C (-1.518, 6.451, -2.652)  -0.11
N (3.984, 3.016, -0.341)  0.28
H (3.329, -6.195, -0.303)  0.18
H (-0.448, -4.370, -1.758)  0.64
C (-4.818, 0.974, -4.217)  -0.73
H (2.743, 2.290, -1.817)  0.03
H (2.892, -4.271, 5.104)  0.32
H (4.877, -3.124, -0.177)  -0.09
O (-5.232, -2.234, 1.251)  -0.69
H (0.403, -4.560, 4.621)  0.49
O (-3.738, -0.319, -7.523)  -0.63
H (5.312, 1.443, -0.642)  0.13
C (-0.669, -3.337, -2.010)  0.30
C (-0.879, 0.067, 1.071)  -0.33
H (-0.042, -3.169, -2.889)  -0.96
O (-3.668, -2.873, -3.798)  -0.67
H (-4.018, 2.998, -1.305)  -0.02
H (3.764, -1.388, -0.756)  -0.34
H (2.224, 1.867, 7.418)  0.41
C (-2.501, -2.941, -3.469)  0.50
H (-3.147, -4.213, 5.357)  0.25
O (3.231, -3.775, -2.111)  -0.53
H (0.758, -0.682, -1.694)  0.64
N (0.565, 0.278, -4.228)  0.63
C (7.530, -0.091, 2.558)  -0.23
H (2.297, 4.057, 0.444)  -0.30
H (3.017, 3.187, 5.079)  0.37
H (5.098, -0.253, 3.835)  0.42
H (-3.313, 5.181, -5.110)  0.43
H (2.359, -2.567, 4.846)  -0.24
H (-3.812, -3.772, -6.060)  0.35
C (1.584, -0.025, 0.750)  2.25
O (3.640, 3.447, 1.896)  -0.59
H (5.095, -4.612, 3.799)  0.52
C (-4.922, -1.075, 1.317)  0.54
H (6.036, 3.019, -0.541)  0.39
H (1.258, 2.956, 4.822)  0.30
H (-1.790, 3.707, -4.617)  0.26
H (1.611, 1.875, -5.112)  0.37
C (4.752, -4.050, 2.993)  -0.89
H (-0.221, -2.698, -1.231)  -0.17
H (-6.755, 2.566, -3.773)  0.29
H (5.396, 2.187, 0.944)  0.01
H (6.248, -2.451, 0.689)  -0.02
H (8.529, 0.385, 2.502)  0.33
H (-0.375, 2.578, 0.277)  -0.03
H (2.430, 2.255, 3.694)  0.02
H (2.398, 1.015, -3.620)  0.00
H (-0.980, -0.582, -1.577)  -0.57
C (-1.413, -3.037, -6.956)  -0.71
H (-5.094, -0.645, -2.174)  0.45
C (-1.155, 4.499, -4.105)  -0.34
H (-5.247, 1.794, 2.693)  0.45
C (2.242, 2.495, 4.741)  -0.81
H (-5.072, -0.078, -4.485)  0.37
H (-1.299, -0.403, -4.816)  0.03
C (-3.172, 5.923, -4.423)  -0.95
H (4.081, -2.957, 5.172)  0.52
C (-3.920, 4.774, 1.260)  -0.17
H (-0.405, 0.707, -6.004)  0.22